Record 1
DFT (ωB97M-V/def2-TZVPD) results for a 2-piece molecular cluster, C6H15NO overall.

## Properties
- 2S+1 = 1
- structure (SMILES) = CC/C(C)=C(/C)N.O
- LUMO level (eV) = 0.806
- charge = 0
- energy above the lowest of the compared OMol25 structures with the same formula, charge and spin (kJ/mol) = 151.5

Geometry as XYZ:
```
23
C6H15NO | OMol25 | ωB97M-V/def2-TZVPD
C 1.457 1.393 -1.938
C 1.662 0.502 -0.756
C 0.399 -0.168 -0.161
C -0.810 -0.088 -1.042
C 0.464 -0.817 0.996
C -0.698 -1.646 1.523
N 1.664 -1.009 1.679
H 0.958 1.024 -2.840
H 2.407 1.794 -2.289
H 0.811 2.238 -1.701
H 2.312 -0.362 -0.910
H 2.123 1.025 0.060
H -1.658 -0.676 -0.671
H -1.283 0.901 -1.051
H -0.630 -0.465 -2.023
H -0.396 -2.205 2.407
H -1.539 -0.998 1.716
H -0.994 -2.386 0.777
H 2.488 -0.561 1.319
H 1.742 -1.733 2.361
O -3.871 1.452 0.906
H -3.179 1.513 1.567
H -3.427 1.271 0.073
```

Here are the natural (NBO) charges for atoms 1 to 6, given in e: -0.61 -0.43 -0.11 -0.63 0.19 -0.64

---

Record 2
DFT (ωB97M-V/def2-TZVPD) results for one molecule with the formula C8H13FO.

## Properties
- 2S+1 = 1
- structure (SMILES) = C[C@H]1CC=C[C@@H](O)[C@@]1(C)F
- LUMO level (eV) = 0.912
- charge = 0
- energy above the lowest of the compared OMol25 structures with the same formula, charge and spin (kJ/mol) = 0.0

Geometry as XYZ:
```
23
C8H13FO | OMol25 | ωB97M-V/def2-TZVPD
C -1.857 1.072 -0.071
C -0.458 0.535 -0.378
C 0.578 1.648 -0.185
C 1.998 1.192 -0.294
C 2.416 -0.062 -0.231
C 1.541 -1.254 -0.057
O 1.993 -2.185 0.866
C -0.110 -0.664 0.487
C -1.046 -1.847 0.453
F 0.097 -0.280 1.801
H -1.917 1.392 0.967
H -2.614 0.313 -0.249
H -2.073 1.926 -0.710
H -0.425 0.196 -1.418
H 0.443 2.092 0.807
H 0.396 2.440 -0.917
H 2.723 1.988 -0.400
H 3.473 -0.290 -0.285
H 1.350 -1.786 -0.991
H 2.071 -1.747 1.725
H -1.347 -2.052 -0.571
H -1.929 -1.649 1.058
H -0.539 -2.722 0.857
```

Here are the natural (NBO) charges for atoms 1 to 6, given in e: -0.61 -0.27 -0.44 -0.15 -0.25 0.07

---

Record 3
DFT (ωB97M-V/def2-TZVPD) results for C25H24N7O4S2SbSe4Ti as an isolated structure.

## Properties
- 2S+1 = 1
- LUMO level (spin up / spin down) (eV) = 3.694 / 3.694
- charge = -2
- energy above the lowest of the compared OMol25 structures with the same formula, charge and spin (kJ/mol) = 109.1

Geometry as XYZ:
```
68
C25H24N7O4S2SbSe4Ti | OMol25 | ωB97M-V/def2-TZVPD
Ti -0.004 0.485 0.003
C -5.107 1.939 -1.855
C -5.100 0.551 -1.742
C -3.926 -0.141 -1.516
C -2.709 0.543 -1.369
C -2.722 1.936 -1.494
C -3.905 2.620 -1.736
N -1.507 -0.141 -1.157
N -1.520 -1.374 -1.784
C -0.349 -1.933 -1.682
C -0.111 -3.221 -2.279
C 1.117 -3.777 -2.208
C 2.163 -3.074 -1.544
C 1.887 -1.870 -0.978
N 0.656 -1.279 -0.996
H -6.030 2.475 -2.042
H -6.029 -0.001 -1.834
H -3.915 -1.218 -1.436
H -1.796 2.493 -1.418
H -3.877 3.700 -1.838
H -0.947 -3.695 -2.776
H 1.308 -4.746 -2.657
H 3.168 -3.467 -1.493
H 2.655 -1.308 -0.466
Se 4.030 2.000 -3.584
Sb 4.697 2.498 -1.316
Se 0.883 -0.523 2.105
Se 2.342 0.843 0.914
Se 7.008 1.949 -0.969
N 0.589 4.456 -5.880
C 0.569 4.860 -4.574
O 0.508 6.035 -4.267
C 0.610 3.764 -3.553
C 0.394 2.430 -3.861
C 0.449 1.490 -2.852
N 0.730 1.810 -1.588
C 0.977 3.093 -1.296
C 0.907 4.097 -2.240
H 0.741 5.193 -6.548
H 0.981 3.556 -6.103
H 0.155 2.094 -4.860
H 0.281 0.440 -3.052
H 1.246 3.294 -0.266
H 1.105 5.125 -1.973
N -2.237 -0.804 4.569
C -2.391 -1.854 3.710
N -1.514 -2.211 2.849
C -1.958 -3.272 2.087
C -1.255 -3.836 1.027
C -1.823 -4.893 0.338
C -3.077 -5.395 0.692
C -3.792 -4.837 1.742
C -3.226 -3.772 2.425
S -3.875 -2.827 3.741
H -1.623 -0.075 4.211
H -3.088 -0.439 4.961
H -0.290 -3.425 0.757
H -1.288 -5.320 -0.501
H -3.504 -6.220 0.135
H -4.772 -5.216 2.008
C -3.156 2.911 1.790
S -1.856 1.731 2.037
O -2.367 0.429 1.661
O -1.443 1.891 3.414
O -0.805 2.138 1.031
H -3.831 2.825 2.638
H -3.665 2.681 0.859
H -2.715 3.905 1.757
```

Here are the natural (NBO) charges for atoms 1 to 6, given in e: 1.26 -0.28 -0.22 -0.24 0.27 -0.28

---

Record 4
DFT (ωB97M-V/def2-TZVPD) results for a 14-piece molecular cluster, C14H56O14 overall.

## Properties
- 2S+1 = 1
- LUMO level (eV) = -0.211
- charge = 0
- energy above the lowest of the compared OMol25 structures with the same formula, charge and spin (kJ/mol) = 377.6

Geometry as XYZ:
```
84
C14H56O14 | OMol25 | ωB97M-V/def2-TZVPD
C 2.441 2.538 0.791
O 1.434 2.818 -0.131
H 2.286 2.936 1.794
H 2.453 1.455 0.911
H 3.429 2.710 0.362
H 1.681 2.490 -0.999
C -4.097 0.495 -3.624
O -5.253 -0.286 -3.709
H -4.376 1.387 -3.062
H -3.278 0.098 -3.025
H -3.618 0.757 -4.567
H -5.082 -1.089 -4.207
C -3.442 -4.072 -0.492
O -4.666 -4.702 -0.393
H -3.427 -3.669 -1.505
H -3.451 -3.220 0.188
H -2.587 -4.745 -0.425
H -5.316 -4.002 -0.291
C 0.211 -3.164 3.129
O 1.438 -2.572 2.628
H -0.543 -3.612 2.481
H 0.633 -3.921 3.790
H -0.205 -2.477 3.866
H 1.635 -2.913 1.752
C -3.445 0.582 3.196
O -2.353 1.381 3.627
H -4.097 0.309 4.026
H -3.839 0.917 2.237
H -2.941 -0.378 3.084
H -1.796 1.659 2.896
C 5.249 -2.504 0.589
O 5.930 -3.736 0.438
H 4.994 -2.116 -0.398
H 4.431 -2.428 1.305
H 6.064 -1.810 0.792
H 6.248 -3.986 1.309
C 0.750 0.457 4.222
O 1.790 -0.462 4.564
H -0.069 0.514 4.938
H 1.123 1.479 4.283
H 0.391 0.185 3.230
H 1.696 -1.233 3.999
C -0.190 3.709 5.455
O -0.803 5.016 5.454
H 0.895 3.747 5.367
H -0.403 3.327 6.453
H -0.748 3.006 4.835
H -0.676 5.449 6.302
C 3.346 -2.985 -3.880
O 3.411 -2.429 -2.546
H 3.573 -4.050 -3.818
H 2.430 -2.881 -4.462
H 4.190 -2.460 -4.327
H 4.217 -1.908 -2.576
C 0.286 -3.630 -1.165
O 1.280 -2.789 -0.594
H 0.761 -4.550 -1.507
H -0.430 -3.936 -0.402
H -0.209 -3.120 -1.992
H 1.822 -2.584 -1.360
C 0.341 2.785 -3.735
O 1.227 2.128 -2.861
H 0.010 2.162 -4.566
H -0.544 2.882 -3.105
H 0.727 3.784 -3.941
H 2.064 2.050 -3.326
C -0.341 -0.061 -0.070
O -0.641 1.242 0.431
H 0.623 -0.327 0.365
H -1.162 -0.710 0.235
H -0.387 -0.111 -1.157
H -0.023 1.934 0.185
C -0.170 5.268 1.915
O -0.824 5.985 2.996
H 0.855 5.107 2.247
H -0.627 4.304 1.693
H -0.134 5.900 1.027
H -0.855 5.539 3.845
C -1.564 0.318 -6.832
O -2.977 0.491 -6.873
H -1.185 -0.264 -7.671
H -1.134 1.309 -6.689
H -1.127 -0.317 -6.061
H -3.331 -0.401 -6.883
```

Here are the Mulliken charges for atoms 1 to 6, given in e: -0.51 -0.41 0.18 0.16 0.33 0.27

---

Record 5
DFT (ωB97M-V/def2-TZVPD) results for a 2-piece molecular cluster, C2H9NS overall.

## Properties
- 2S+1 = 1
- structure (SMILES) = CNC.S
- LUMO level (eV) = 0.823
- charge = 0
- energy above the lowest of the compared OMol25 structures with the same formula, charge and spin (kJ/mol) = 77.8

Geometry as XYZ:
```
13
C2H9NS | OMol25 | ωB97M-V/def2-TZVPD
C -1.240 1.244 -0.372
N -2.378 2.036 -0.845
C -3.416 2.307 0.120
H -0.449 1.886 0.015
H -1.635 0.630 0.408
H -0.868 0.631 -1.193
H -2.208 2.869 -1.379
H -3.917 1.405 0.467
H -4.154 2.943 -0.365
H -3.038 2.888 0.976
S 3.408 -2.678 0.460
H 2.427 -2.833 1.344
H 2.594 -2.626 -0.580
```

Here are the natural (NBO) charges for atoms 1 to 6, given in e: -0.41 -0.64 -0.41 0.17 0.19 0.19

---

Record 6
DFT (ωB97M-V/def2-TZVPD) results for C2HN2S3 as an isolated structure.

## Properties
- 2S+1 = 3
- LUMO level (spin up / spin down) (eV) = 3.366 / 1.762
- ⟨S²⟩ = 2.01
- charge = -1
- energy above the lowest of the compared OMol25 structures with the same formula, charge and spin (kJ/mol) = 0.0

Geometry as XYZ:
```
8
C2HN2S3 | OMol25 | ωB97M-V/def2-TZVPD
C 1.038 -0.009 -0.684
C -1.557 0.049 1.404
N 0.130 -0.281 -1.411
N 2.096 0.537 -0.314
S -1.236 -0.499 -2.253
S -2.331 -0.795 0.322
S -0.993 0.845 2.663
H 2.853 0.153 0.273
```

Here are the natural (NBO) charges for atoms 1 to 6, given in e: 0.64 -0.55 -0.65 -0.79 0.21 -0.10

---

Among the records above, which one has the highest energy above the lowest of the compared OMol25 structures with the same formula, charge and spin?
C14H56O14

---

Among the records above, which one has the highest energy above the lowest of the compared OMol25 structures with the same formula, charge and spin?
C14H56O14